1.
Here is one molecule with the formula C3H8N4O2 at a distorted geometry from the OMol25 dataset. Energies are from ωB97M-V/def2-TZVPD.

The calculation puts the energy relative to the best compared isomer or geometry (same formula, charge and spin) at 3.570 eV. The value obtained for the energy is -13293.0496 eV.

Geometry as XYZ:
```
17
Properties=species:S:1:pos:R:3:lowdin_charge:R:1
C 0.858 0.583 1.060 -0.1129
N 0.358 1.715 0.265 0.0803
C -0.086 -0.558 0.703 -0.6384
C -0.066 -0.439 -1.119 -0.4303
N -0.855 1.978 0.513 0.1209
N 1.106 -0.868 -1.668 0.1069
O 0.489 -1.800 0.965 0.0310
N -1.109 -0.221 -1.790 0.0951
O -1.318 -0.368 1.115 -0.0965
H -0.247 -2.404 1.139 0.1187
H -1.230 2.704 -0.097 0.1305
H -1.457 0.980 0.934 0.1387
H 1.055 -1.183 -2.627 0.0951
H 1.710 -1.405 -1.067 0.0815
H -1.894 0.089 -1.218 0.0261
H 0.804 0.804 2.134 0.1367
H 1.884 0.394 0.757 0.1167
```

2.
Here is a 4-piece molecular cluster, C32H57FN4O3Si overall at a distorted geometry from the OMol25 dataset. Energies are from ωB97M-V/def2-TZVPD.

Its SMILES is CCCCNc1c(CCCN)cc([C@H](C)F)c2ncc([Si](C)(C)C)nc12.C1CCOC1.C1CCOC1.C1CCOC1. The calculation puts the energy relative to the best compared isomer or geometry (same formula, charge and spin) at 0.000 eV. The value obtained for the energy is -56806.3120 eV.

Geometry as XYZ:
```
98
Properties=species:S:1:pos:R:3:lowdin_charge:R:1
C -4.862 0.660 0.548 -0.1101
C -4.428 -0.763 0.203 -0.2615
C -3.885 -0.924 -1.215 -0.2015
C -2.770 0.045 -1.584 -0.2110
N -1.446 -0.466 -1.223 0.0179
C -0.701 0.255 -0.238 -0.1512
C -0.238 1.552 -0.404 -0.1476
C -0.352 2.339 -1.690 -0.1379
C 0.577 1.786 -2.789 -0.1567
C 2.055 1.850 -2.339 -0.2510
N 2.626 0.558 -1.915 0.0123
C 0.416 2.187 0.684 0.0308
C 0.647 1.550 1.880 -0.1032
C 1.367 2.288 2.975 -0.3372
C 2.770 1.750 3.260 -0.0221
F 0.623 2.287 4.148 -0.0204
C 0.233 0.199 2.052 -0.1527
N 0.500 -0.434 3.229 0.1621
C 0.083 -1.666 3.290 -0.1111
C -0.603 -2.333 2.248 -0.2746
Si -1.196 -4.130 2.400 0.5579
C -0.208 -5.090 3.680 -0.1718
C -0.866 -4.914 0.722 -0.1823
C -3.055 -4.162 2.681 -0.1708
N -0.871 -1.725 1.117 0.1446
C -0.443 -0.438 0.992 -0.1255
H -5.133 1.233 -0.334 0.0700
H -4.034 1.200 1.007 0.0671
H -5.680 0.676 1.259 0.0652
H -3.714 -1.142 0.931 0.0861
H -5.295 -1.418 0.290 0.0983
H -3.572 -1.953 -1.361 0.1052
H -4.715 -0.760 -1.907 0.1055
H -2.805 0.212 -2.663 0.1125
H -2.943 1.009 -1.116 0.0978
H -0.883 -0.699 -2.024 0.1047
H -1.378 2.390 -2.039 0.0920
H -0.051 3.362 -1.473 0.1097
H 0.429 2.333 -3.711 0.0871
H 0.315 0.746 -2.945 0.0927
H 2.649 2.187 -3.173 0.0834
H 2.168 2.521 -1.492 0.0938
H 3.138 0.135 -2.678 0.0463
H 1.901 -0.098 -1.654 0.0462
H 0.757 3.204 0.568 0.1168
H 1.446 3.330 2.672 0.1301
H 2.888 1.685 4.336 0.0802
H 3.523 2.449 2.902 0.0741
H 2.956 0.792 2.792 0.0733
H 0.267 -2.206 4.212 0.0933
H -0.140 -6.115 3.326 0.0281
H 0.809 -4.699 3.661 0.0288
H -0.592 -5.039 4.693 0.0197
H -1.437 -5.831 0.612 0.0282
H 0.200 -5.120 0.632 0.0285
H -1.100 -4.217 -0.077 0.0185
H -3.324 -3.379 3.388 0.0258
H -3.538 -3.906 1.741 0.0228
H -3.384 -5.125 3.056 0.0273
C 7.060 1.588 -3.953 -0.1686
C 6.626 1.276 -5.382 -0.1701
C 5.139 1.012 -5.200 -0.2012
O 4.713 1.830 -4.105 -0.1735
C 5.857 2.356 -3.425 -0.1966
H 7.985 2.159 -3.888 0.1115
H 7.192 0.660 -3.391 0.1149
H 6.779 2.150 -6.020 0.1134
H 7.152 0.433 -5.828 0.1113
H 4.951 -0.037 -4.944 0.1166
H 4.550 1.263 -6.083 0.1172
H 5.937 3.424 -3.652 0.1182
H 5.715 2.239 -2.350 0.1196
C -1.237 -1.961 9.042 -0.1713
C 0.029 -1.990 8.191 -0.1674
C -0.074 -3.359 7.535 -0.2102
O -1.470 -3.638 7.389 -0.1495
C -2.228 -2.689 8.145 -0.2060
H -1.566 -0.958 9.307 0.1114
H -1.081 -2.524 9.965 0.1127
H -0.011 -1.204 7.433 0.1139
H 0.947 -1.863 8.763 0.1117
H 0.367 -4.139 8.165 0.1180
H 0.405 -3.394 6.555 0.0993
H -2.715 -1.998 7.449 0.1169
H -3.001 -3.217 8.706 0.1153
C -1.793 3.546 -7.541 -0.1700
C -2.641 3.948 -6.338 -0.1682
C -2.380 2.795 -5.379 -0.2044
O -1.052 2.338 -5.649 -0.1625
C -0.580 2.920 -6.867 -0.2022
H -1.530 4.379 -8.192 0.1111
H -2.320 2.799 -8.139 0.1136
H -2.269 4.883 -5.913 0.1146
H -3.698 4.075 -6.567 0.1117
H -3.076 1.967 -5.554 0.1181
H -2.450 3.089 -4.330 0.1103
H 0.173 3.677 -6.623 0.1185
H -0.108 2.146 -7.473 0.1169
```

3.
Here is C42H42N4OP2Sn as an isolated structure at a distorted geometry from the OMol25 dataset. Energies are from ωB97M-V/def2-TZVPD.

As for the total charge: +2. The calculation puts the energy relative to the best compared isomer or geometry (same formula, charge and spin) at 1.814 eV. The value obtained for the energy is -76636.1772 eV.

Geometry as XYZ:
```
92
Properties=species:S:1:pos:R:3:lowdin_charge:R:1
Sn 1.418 -1.574 0.189 1.2520
N 3.718 -1.620 0.750 -0.1105
C 3.977 -1.870 2.278 -0.1745
C 2.827 -1.319 3.078 -0.2205
C 1.782 -2.351 3.424 -0.2252
N 1.194 -2.970 2.199 -0.0864
H 4.064 -2.394 0.092 0.1134
H 4.304 -0.823 0.579 0.0771
H 4.942 -1.418 2.555 0.1351
H 4.060 -2.909 2.471 0.1041
H 2.321 -0.443 2.533 0.1091
H 3.216 -0.894 3.967 0.1149
H 0.953 -1.952 4.018 0.1325
H 2.116 -3.192 4.054 0.1367
H 0.150 -3.148 2.211 0.1068
H 1.550 -3.894 1.918 0.0828
O -1.004 1.244 -0.969 -0.1203
C -1.979 0.668 -1.747 -0.2737
C -2.325 1.247 -3.030 0.0276
C -3.544 0.856 -3.650 -0.0236
C -4.199 -0.262 -3.082 -0.0720
C -3.876 -0.840 -1.878 -0.0547
C -2.633 -0.468 -1.265 -0.2886
P -2.030 -1.240 0.219 0.9974
C -2.533 -2.916 0.295 -0.4536
C -2.493 -3.610 -0.890 -0.1154
C -3.253 -4.834 -0.962 -0.0302
C -3.950 -5.325 0.185 -0.0522
C -3.753 -4.687 1.405 -0.0866
C -2.957 -3.580 1.479 -0.1153
C -3.148 -0.429 1.404 -0.3501
C -2.761 0.572 2.249 -0.1301
C -3.637 1.386 2.958 -0.0867
C -4.992 1.238 2.810 -0.0650
C -5.445 0.188 1.995 -0.0701
C -4.568 -0.715 1.449 -0.0771
C -1.223 2.511 -0.476 -0.2680
C -2.480 3.211 -0.496 0.0117
C -2.496 4.513 0.031 -0.0780
C -1.329 5.192 0.324 -0.0830
C -0.104 4.543 0.244 -0.0544
C -0.048 3.165 -0.103 -0.2925
P 1.473 2.175 -0.239 1.0522
C 2.137 2.508 -1.898 -0.3819
C 3.295 1.737 -2.314 -0.1452
C 3.876 1.928 -3.567 -0.0728
C 3.282 2.889 -4.491 -0.0682
C 2.121 3.496 -4.113 -0.0840
C 1.582 3.336 -2.824 -0.0870
C 2.611 3.013 0.915 -0.3931
C 2.268 3.220 2.288 -0.0676
C 3.269 3.838 3.192 -0.0758
C 4.423 4.309 2.634 -0.0821
C 4.751 4.080 1.240 -0.0568
C 3.896 3.348 0.492 -0.1325
H -1.615 1.941 -3.451 0.1147
H -3.761 1.286 -4.590 0.0977
H -5.062 -0.617 -3.659 0.1160
H -4.500 -1.481 -1.337 0.0889
H -2.021 -3.269 -1.759 0.0832
H -3.269 -5.394 -1.926 0.1160
H -4.528 -6.202 0.052 0.0955
H -4.119 -5.034 2.369 0.1187
H -3.002 -2.969 2.414 0.1213
H -1.717 0.667 2.415 0.0836
H -3.104 2.155 3.531 0.1175
H -5.687 1.896 3.429 0.1392
H -6.498 -0.096 1.867 0.1193
H -4.836 -1.636 0.958 0.0950
H -3.515 2.783 -0.715 0.1473
H -3.452 5.087 0.257 0.1373
H -1.287 6.242 0.675 0.1248
H 0.725 5.087 0.464 0.0776
H 3.736 0.951 -1.642 0.0932
H 4.903 1.492 -3.808 0.1240
H 3.718 2.988 -5.509 0.1195
H 1.640 4.244 -4.785 0.1267
H 0.734 3.940 -2.601 0.1005
H 1.394 2.780 2.813 0.1028
H 3.118 3.902 4.249 0.0925
H 5.144 4.865 3.277 0.1187
H 5.612 4.551 0.812 0.1035
H 4.106 3.114 -0.571 0.0911
N 2.174 -4.729 -3.095 0.0935
C 2.114 -5.633 -2.008 -0.0394
C 1.943 -4.862 -0.904 -0.1123
N 1.903 -3.479 -1.312 -0.1082
C 2.065 -3.521 -2.620 -0.2145
H 2.138 -5.047 -4.088 0.2011
H 2.126 -6.718 -2.159 0.1382
H 1.935 -5.288 0.091 0.1012
H 1.933 -2.730 -3.270 0.1262
```

4.
Here is one molecule with the formula C5H8S3 at a distorted geometry from the OMol25 dataset. Energies are from ωB97M-V/def2-TZVPD.

Its SMILES is S[C@H]1[C@H]2S[C@H]2C[C@@H]1S. The calculation puts the energy relative to the best compared isomer or geometry (same formula, charge and spin) at 3.870 eV. The value obtained for the energy is -37816.2984 eV.

Geometry as XYZ:
```
16
Properties=species:S:1:pos:R:3:lowdin_charge:R:1
C 0.847 -0.101 -0.528 -0.7156
C 0.225 -1.468 -0.139 -0.1665
C -1.172 -0.868 0.093 -0.5242
C -1.268 0.467 0.573 -0.4684
C 0.265 0.920 0.369 -0.8042
H 3.108 -0.036 0.755 -0.0459
H 0.404 0.173 -1.398 0.0127
H 0.313 -2.228 -1.013 0.1452
H 0.552 -1.903 0.900 0.1534
H -1.911 -1.420 0.834 0.1490
H -1.928 0.805 1.227 0.0581
H 0.397 0.655 1.472 0.1446
H -1.017 2.329 -0.927 0.0061
S 2.812 -0.129 -0.748 0.6039
S -2.149 0.267 -1.151 0.7706
S 0.522 2.537 -0.320 0.6812
```

5.
Here is C33H59GaNO7 as an isolated structure at a distorted geometry from the OMol25 dataset. Energies are from ωB97M-V/def2-TZVPD.

As for the total charge: -1. The value obtained for the energy is -103375.3273 eV.

Geometry as XYZ:
```
101
Properties=species:S:1:pos:R:3:lowdin_charge:R:1
C -3.558 1.503 2.697 -0.0382
C -3.917 2.850 3.338 -0.5692
C -4.993 3.493 2.436 -0.0756
C -4.574 2.663 4.726 -0.0471
C -2.756 3.852 3.345 -0.1176
C -1.389 3.448 3.956 -0.4584
C -0.834 4.689 4.707 -0.0411
C -1.448 2.324 4.991 -0.0529
C -0.353 3.139 2.875 -0.1853
C 0.456 2.001 2.871 -0.0163
C 1.414 1.775 1.875 0.0024
C 1.592 2.693 0.844 -0.2900
O 2.526 2.537 -0.139 -0.0501
C 2.611 1.223 -0.691 -0.1608
C 3.284 1.269 -2.066 -0.1860
O 2.633 0.393 -2.956 -0.1541
C 2.951 -0.967 -2.712 -0.3532
C 2.238 -1.842 -3.733 -0.2263
Ga 0.436 -2.504 -3.042 0.4609
C 0.640 -4.531 -2.706 -0.2614
O 1.864 -4.892 -2.031 -0.1796
C 1.839 -4.542 -0.698 -0.3131
O 2.636 -5.472 0.013 -0.1025
C 3.389 -4.836 1.032 -0.1967
C 4.678 -4.199 0.450 -0.2364
O 5.131 -4.862 -0.706 -0.0499
C -1.076 -2.335 -4.404 -0.2233
C -2.401 -2.264 -3.984 -0.1269
C -3.430 -2.193 -4.913 -0.0970
C -3.092 -2.198 -6.257 -0.2188
N -1.844 -2.250 -6.718 0.0391
C -0.885 -2.316 -5.787 -0.1906
C 0.806 3.842 0.842 0.0098
C -0.145 4.056 1.838 -0.0372
H -2.847 1.609 1.882 0.0936
H -4.466 1.074 2.277 0.0800
H -3.208 0.776 3.421 0.0648
H -5.883 2.867 2.419 0.0767
H -4.637 3.637 1.420 0.0851
H -5.295 4.450 2.861 0.0828
H -4.248 3.474 5.374 0.0770
H -4.225 1.743 5.187 0.0703
H -5.654 2.686 4.660 0.0719
H -3.103 4.765 3.827 0.1169
H -2.582 4.108 2.304 0.1041
H 0.210 4.554 4.967 0.0740
H -1.421 4.810 5.618 0.0842
H -1.002 5.584 4.113 0.0795
H -0.479 2.270 5.485 0.0887
H -1.596 1.364 4.511 0.0669
H -2.187 2.504 5.761 0.0741
H 0.376 1.254 3.642 0.0993
H 2.013 0.881 1.919 0.1087
H 1.618 0.795 -0.819 0.1347
H 3.170 0.556 -0.035 0.1154
H 3.237 2.277 -2.464 0.1250
H 4.320 0.937 -1.970 0.1150
H 2.615 -1.258 -1.708 0.0725
H 4.044 -1.095 -2.724 0.1103
H 2.185 -1.283 -4.666 0.0460
H 2.871 -2.717 -3.893 0.0445
H 0.060 -1.725 -1.672 -0.0313
H -0.238 -4.876 -2.147 0.0471
H 0.612 -5.042 -3.665 0.0470
H 0.826 -4.546 -0.282 0.1318
H 2.242 -3.524 -0.586 0.1154
H 2.767 -4.078 1.511 0.1151
H 3.626 -5.592 1.777 0.1139
H 4.450 -3.163 0.198 0.1037
H 5.461 -4.239 1.200 0.1095
H 4.600 -4.569 -1.449 0.0814
H -2.607 -2.268 -2.921 0.0851
H -4.457 -2.166 -4.585 0.0917
H -3.889 -2.174 -6.991 0.0939
H 0.132 -2.361 -6.160 0.0865
H 0.963 4.552 0.044 0.1148
H -0.713 4.973 1.775 0.1097
C -2.837 -7.073 -5.467 -0.0598
C -3.674 -6.613 -6.652 -0.5046
C -2.859 -6.601 -7.938 -0.0647
O -4.216 -5.322 -6.401 -0.0598
H -1.999 -6.391 -5.306 0.0805
H -3.436 -7.075 -4.556 0.0776
H -2.439 -8.077 -5.627 0.0755
H -4.533 -7.277 -6.772 0.1310
H -2.022 -5.904 -7.849 0.0822
H -3.473 -6.269 -8.776 0.0753
H -2.462 -7.592 -8.166 0.0741
H -3.475 -4.712 -6.294 0.0577
C 3.098 6.009 3.969 -0.0559
C 3.386 6.093 5.460 -0.5023
C 4.861 6.344 5.733 -0.0675
O 2.957 4.898 6.114 -0.0584
H 3.648 5.178 3.518 0.0855
H 2.038 5.825 3.794 0.0638
H 3.383 6.928 3.455 0.0806
H 2.794 6.896 5.901 0.1356
H 5.466 5.524 5.337 0.0803
H 5.048 6.402 6.807 0.0760
H 5.198 7.273 5.271 0.0773
H 3.456 4.164 5.740 0.0864
```

6.
Here is an isolated ion of composition C6H10N and charge +1 at a distorted geometry from the OMol25 dataset. Energies are from ωB97M-V/def2-TZVPD.

Its SMILES is C[C@H]1[C@H]2[C@]13C[C@@]23[NH3+]. As for the total charge: +1. The calculation puts the energy relative to the best compared isomer or geometry (same formula, charge and spin) at 4.888 eV. The value obtained for the energy is -7861.4606 eV.

Geometry as XYZ:
```
17
Properties=species:S:1:pos:R:3:lowdin_charge:R:1
C 1.530 -1.299 -0.390 -0.0437
C -0.152 -0.573 0.979 -0.0932
C -1.016 0.194 -0.060 -0.1704
C 0.145 -0.909 -0.447 0.0157
C 1.323 -0.249 0.734 -0.0785
C -2.403 -0.245 -0.288 -0.0654
N 1.753 1.180 0.333 0.2388
H 1.829 -2.206 -0.007 0.0978
H 2.204 -0.902 -1.119 0.1068
H -0.616 -1.038 1.766 0.1143
H -0.691 1.264 -0.332 0.1371
H -2.797 -0.663 0.621 0.0843
H -2.571 -1.000 -1.115 0.1225
H -3.118 0.537 -0.581 0.0960
H 0.935 1.499 -0.082 0.0791
H 2.487 1.122 -0.367 0.1679
H 1.985 1.824 1.106 0.1908
```

| no. | Kohn-Sham gap (eV) | HOMO energy (eV) |
| --- | --- | --- |
| 1 | 7.11 | -8.233 |
| 2 | 8.47 | -8.423 |
| 3 | 6.58 | -12.007 |
| 4 | 9.49 | -9.019 |
| 5 | 6.79 | -4.739 |
| 6 | 9.71 | -13.306 |